Formula: C48H124N8O18
Source: OMol25
Level of theory: wB97M-V/def2-TZVPD

Max |F| = 0.0520 Eh/bohr
HOMO = -8.7 eV
LUMO energy = 0.34 eV
Energy above the lowest of the compared OMol25 structures with the same formula, charge and spin = 58.4 kcal/mol

Bonds (Å) are listed after each position.
Element x y z (Å)
1 H 0.902 1.933 -0.410  C61 1.096
2 H -3.222 -1.671 -1.102  C113 1.093
3 H -0.624 3.452 -0.329  C185 1.096
4 H 4.529 1.780 1.707  O100 0.966
5 H -5.603 5.324 -1.647  C43 1.095
6 C -1.707 1.621 0.173  N92 1.469, C141 1.538, C185 1.544, H194 1.101
7 H -4.078 4.276 -1.265  C43 1.092
8 H 1.971 -4.957 0.966  C164 1.090
9 H 0.303 4.408 2.418  C107 1.090
10 O -6.020 -0.793 -3.562  H40 0.964, C114 1.430
11 H -6.558 0.301 1.984  C112 1.092
12 H 6.022 3.458 1.652  C161 1.088
13 O 8.306 -3.774 -1.519  C115 1.400, C169 1.414
14 H -10.053 -1.656 3.402  C148 1.096
15 H 0.757 -3.976 -4.850  C25 1.092
16 H -0.617 -2.323 1.090  C155 1.092
17 H 6.788 4.103 -2.133  C156 1.094
18 H -5.105 -5.973 -0.209  C198 1.095
19 C -4.329 -4.043 -0.339  H31 1.100, O78 1.424, H137 1.097, C198 1.506
20 H 5.009 7.672 -0.971  C116 1.090
21 H 2.138 -3.011 -5.323  C25 1.103
22 H 3.648 -6.876 -7.393  C101 1.093
23 H 5.066 5.660 2.372  C160 1.097
24 H 3.609 -4.607 -4.450  N59 1.015
25 C 1.801 -3.773 -4.601  H15 1.092, H21 1.103, N59 1.447, C129 1.529
26 H 9.343 -3.361 0.140  C115 1.105
27 H 2.701 -5.046 4.973  N178 1.012
28 H -3.817 3.637 2.124  C95 1.091
29 H 4.520 2.871 -1.377  C106 1.093
30 H -9.900 -3.287 6.337  C94 1.090
31 H -3.712 -4.344 -1.198  C19 1.100
32 H 4.433 4.050 0.943  C161 1.096
33 H 0.356 -0.515 -2.292  C52 1.090
34 H -5.580 4.173 -0.396  C43 1.097
35 H -2.072 3.677 0.526  C185 1.093
36 H -3.145 -5.074 1.652  N54 1.017
37 H 10.254 -2.971 -1.267  C115 1.099
38 H -9.145 -3.474 4.718  C94 1.096
39 H 4.394 5.442 -2.955  N91 1.016
40 H -6.831 -1.293 -3.411  O10 0.964
41 H -4.673 -1.538 -0.070  C113 1.095
42 H 5.576 2.065 -2.595  C106 1.096
43 C -4.920 4.877 -0.917  H5 1.095, H7 1.092, H34 1.097, O170 1.404
44 H -5.751 -10.496 1.164  C99 1.094
45 C 4.058 8.416 -3.990  H46 1.092, O47 1.411, H74 1.094, H90 1.091
46 H 4.727 7.767 -4.559  C45 1.092
47 O 4.000 8.022 -2.636  C45 1.411, C116 1.429
48 C 2.673 -4.414 2.985  H103 1.094, C118 1.519, C164 1.549, N178 1.471
49 H 4.034 -1.140 3.149  C102 1.089
50 C 2.688 -5.497 -6.024  N59 1.446, H68 1.105, H85 1.094, C101 1.502
51 H 2.321 -6.324 2.069  C164 1.088
52 C 0.928 -1.391 -1.989  H33 1.090, H55 1.096, H86 1.093, O149 1.421
53 H -3.516 0.702 -3.034  O79 0.964
54 N -3.556 -5.863 1.159  H36 1.017, C110 1.475, C198 1.480
55 H 1.962 -1.038 -1.904  C52 1.096
56 H -3.590 1.665 0.799  N92 1.014
57 H -2.149 3.185 -1.259  C185 1.082
58 H -0.655 3.820 3.798  C107 1.090
59 N 2.676 -4.922 -4.697  H24 1.015, C25 1.447, C50 1.446
60 H -5.972 -10.608 2.936  C99 1.086
61 C 1.220 1.725 0.617  H1 1.096, H64 1.100, O84 1.401, H109 1.087
62 C -4.680 -7.978 1.522  O70 1.410, H71 1.096, H93 1.101, C110 1.488
63 O 3.868 3.085 -3.345  C97 1.410, C106 1.417
64 H 1.419 0.644 0.578  C61 1.100
65 C 6.743 -0.272 -0.160  N72 1.452, H125 1.091, C158 1.561, H181 1.098
66 H -1.155 -3.547 2.278  C155 1.092
67 H 9.237 -0.893 -0.110  C150 1.088
68 H 2.874 -4.700 -6.766  C50 1.105
69 C -5.247 1.491 -3.469  O79 1.422, H82 1.090, C114 1.524, H152 1.092
70 O -4.874 -9.034 2.435  C62 1.410, C99 1.405
71 H -4.129 -8.307 0.634  C62 1.096
72 N 7.279 -1.614 -0.298  C65 1.452, C150 1.492, H157 1.014
73 H -2.192 7.979 3.167  C177 1.100
74 H 4.291 9.482 -4.072  C45 1.094
75 O -5.632 2.637 1.839  C95 1.420, C166 1.430
76 H 3.556 -7.467 -5.751  C101 1.095
77 H -1.451 4.490 2.388  C107 1.092
78 O -3.567 -3.136 0.453  C19 1.424, C113 1.441
79 O -4.089 1.376 -2.651  H53 0.964, C69 1.422
80 O 5.007 -6.005 -6.179  C101 1.431, C108 1.419
81 H 6.148 6.706 -3.549  C136 1.102
82 H -5.022 1.386 -4.530  C69 1.090
83 H 2.797 -2.661 -3.072  C129 1.093
84 O 0.238 2.045 1.564  C61 1.401, C141 1.397
85 H 1.684 -5.861 -6.261  C50 1.094
86 H 0.692 -1.783 -0.996  C52 1.093
87 H 8.694 -1.093 -1.806  C150 1.096
88 H -6.882 -9.474 1.935  C99 1.096
89 H 2.707 1.386 -2.879  C97 1.096
90 H 3.068 8.297 -4.434  C45 1.091
91 N 5.125 5.376 -2.253  H39 1.016, C136 1.467, C156 1.471
92 N -3.094 1.147 0.082  C6 1.469, H56 1.014, H145 1.014
93 H -5.677 -7.611 1.231  C62 1.101
94 C -9.813 -2.862 5.337  H30 1.090, H38 1.096, H96 1.100, O159 1.402
95 C -4.684 3.278 2.680  H28 1.091, O75 1.420, H111 1.101, H142 1.091
96 H -10.820 -3.015 4.922  C94 1.100
97 C 2.644 2.474 -3.003  O63 1.410, H89 1.096, H173 1.092, H183 1.088
98 H -2.615 6.066 1.810  N180 1.014
99 C -5.898 -9.932 2.089  H44 1.094, H60 1.086, O70 1.405, H88 1.096
100 O 4.277 2.494 2.307  H4 0.966, C161 1.440
101 C 3.699 -6.560 -6.348  H22 1.093, C50 1.502, H76 1.095, O80 1.431
102 C 3.947 -0.943 2.081  H49 1.089, O140 1.429, H175 1.090, H189 1.096
103 H 3.528 -3.763 2.783  C48 1.094
104 H -1.551 1.569 2.371  C141 1.097
105 H 9.625 -5.429 -1.885  C169 1.089
106 C 4.907 2.910 -2.398  H29 1.093, H42 1.096, O63 1.417, C156 1.515
107 C -0.576 4.594 3.035  H9 1.090, H58 1.090, H77 1.092, O132 1.420
108 C 5.972 -6.847 -5.569  O80 1.419, H117 1.092, H144 1.090, H147 1.091
109 H 2.165 2.229 0.800  C61 1.087
110 C -3.960 -6.852 2.176  N54 1.475, C62 1.488, H153 1.098, H197 1.097
111 H -5.058 4.262 2.999  C95 1.101
112 C -7.308 1.087 1.879  H11 1.092, N146 1.473, C166 1.541, H188 1.092
113 C -3.611 -1.802 -0.089  H2 1.093, H41 1.095, O78 1.441, H120 1.081
114 C -6.323 0.502 -3.036  O10 1.430, C69 1.524, H126 1.093, H186 1.096
115 C 9.229 -2.941 -0.875  O13 1.400, H26 1.105, H37 1.099, C150 1.519
116 C 5.269 7.786 -2.023  H20 1.090, O47 1.429, C136 1.529, H196 1.097
117 H 5.776 -7.909 -5.730  C108 1.092
118 C 1.310 -3.803 3.263  C48 1.519, H138 1.100, O165 1.406, H171 1.099
119 H 5.254 4.706 4.787  O130 0.960
120 H -3.061 -1.230 0.646  C113 1.081
121 H -7.562 3.218 2.430  C166 1.088
122 H 7.856 -5.616 -2.155  C169 1.091
123 C -3.139 7.648 0.686  H134 1.096, C168 1.503, N180 1.467, H195 1.102
124 H -5.517 -5.015 1.218  C198 1.096
125 H 7.235 0.193 0.696  C65 1.091
126 H -6.420 0.637 -1.956  C114 1.093
127 H -6.661 2.127 3.586  C166 1.094
128 H 3.659 -5.366 1.362  C164 1.090
129 C 1.853 -3.199 -3.184  C25 1.529, H83 1.093, O149 1.422, H191 1.095
130 O 5.640 4.400 3.963  H119 0.960, C160 1.430
131 H -10.528 -0.190 4.126  C148 1.096
132 O -0.480 5.779 3.812  C107 1.420, C179 1.410
133 H 0.486 6.764 2.259  C179 1.095
134 H -2.603 8.539 0.341  C123 1.096
135 C -8.425 -0.199 3.572  H139 1.099, N146 1.465, C148 1.521, H192 1.092
136 C 6.011 6.526 -2.470  H81 1.102, N91 1.467, C116 1.529, H184 1.087
137 H -5.168 -3.535 -0.828  C19 1.097
138 H 0.599 -4.629 3.404  C118 1.100
139 H -7.702 -1.018 3.456  C135 1.099
140 O 5.231 -0.491 1.646  C102 1.429, C158 1.406
141 C -0.957 1.325 1.483  C6 1.538, O84 1.397, H104 1.097, H182 1.100
142 H -4.486 2.687 3.575  C95 1.091
143 H 6.106 4.052 -3.661  C156 1.104
144 H 6.919 -6.618 -6.059  C108 1.090
145 H -3.408 1.362 -0.858  N92 1.014
146 N -8.610 0.584 2.348  C112 1.473, C135 1.465, H174 1.016
147 H 6.046 -6.626 -4.503  C108 1.091
148 C -9.681 -0.885 4.086  H14 1.096, H131 1.096, C135 1.521, O159 1.425
149 O 0.697 -2.400 -2.963  C52 1.421, C129 1.422
150 C 8.681 -1.526 -0.798  H67 1.088, N72 1.492, H87 1.096, C115 1.519
151 H 4.129 -5.398 4.287  N178 1.005
152 H -5.720 2.461 -3.306  C69 1.092
153 H -3.075 -7.291 2.657  C110 1.098
154 H 8.383 -5.498 -0.529  C169 1.099
155 C -0.435 -2.751 2.078  H16 1.092, H66 1.092, O165 1.403, H172 1.101
156 C 5.800 4.117 -2.603  H17 1.094, N91 1.471, C106 1.515, H143 1.104
157 H 6.855 -2.243 -0.971  N72 1.014
158 C 5.239 -0.376 0.245  C65 1.561, O140 1.406, H190 1.097, H193 1.098
159 O -9.436 -1.512 5.342  C94 1.402, C148 1.425
160 C 4.757 4.745 2.892  H23 1.097, O130 1.430, C161 1.542, H187 1.088
161 C 4.966 3.659 1.817  H12 1.088, H32 1.096, O100 1.440, C160 1.542
162 H -3.082 6.698 -1.221  C168 1.095
163 H 0.166 7.669 3.785  C179 1.091
164 C 2.638 -5.336 1.741  H8 1.090, C48 1.549, H51 1.088, H128 1.090
165 O 0.938 -3.032 2.147  C118 1.406, C155 1.403
166 C -6.853 2.400 2.545  O75 1.430, C112 1.541, H121 1.088, H127 1.094
167 H -4.579 7.596 -0.847  C168 1.096
168 C -3.818 6.921 -0.441  C123 1.503, H162 1.095, H167 1.096, O170 1.413
169 C 8.629 -5.151 -1.543  O13 1.414, H105 1.089, H122 1.091, H154 1.099
170 O -4.416 5.745 0.064  C43 1.404, C168 1.413
171 H 1.252 -3.212 4.188  C118 1.099
172 H -0.722 -1.924 2.746  C155 1.101
173 H 2.257 2.890 -2.070  C97 1.092
174 H -8.972 -0.096 1.685  N146 1.016
175 H 3.658 -1.824 1.509  C102 1.090
176 H -1.129 8.528 1.895  C177 1.096
177 C -1.448 7.630 2.437  H73 1.100, H176 1.096, C179 1.532, N180 1.466
178 N 3.154 -5.256 4.092  H27 1.012, C48 1.471, H151 1.005
179 C -0.229 6.949 3.067  O132 1.410, H133 1.095, H163 1.091, C177 1.532
180 N -2.131 6.855 1.396  H98 1.014, C123 1.467, C177 1.466
181 H 6.895 0.386 -1.026  C65 1.098
182 H -0.734 0.254 1.601  C141 1.100
183 H 1.946 2.610 -3.825  C97 1.088
184 H 6.985 6.360 -2.017  C136 1.087
185 C -1.659 3.091 -0.299  H3 1.096, C6 1.544, H35 1.093, H57 1.082
186 H -7.239 0.869 -3.512  C114 1.096
187 H 3.754 4.805 3.312  C160 1.088
188 H -7.416 1.343 0.823  C112 1.092
189 H 3.237 -0.114 1.991  C102 1.096
190 H 4.589 0.414 -0.150  C158 1.097
191 H 1.788 -4.051 -2.500  C129 1.095
192 H -8.121 0.490 4.363  C135 1.092
193 H 4.985 -1.297 -0.296  C158 1.098
194 H -1.102 0.997 -0.504  C6 1.101
195 H -3.888 8.115 1.346  C123 1.102
196 H 5.823 8.695 -2.289  C116 1.097
197 H -4.446 -6.440 3.069  C110 1.097
198 C -4.720 -5.232 0.498  H18 1.095, C19 1.506, N54 1.480, H124 1.096

Results of the Löwdin charge analysis, in e, for atoms 1 through 5:
1 H 0.062
2 H 0.088
3 H 0.073
4 H 0.038
5 H 0.092